C2H3F2P | ωB97M-V/def2-TZVPD

LUMO ... -0.016 hartree
Spin multiplicity ... 1

```
8
C2H3F2P ωB97M-V/def2-TZVPD
C 2.168 0.514 0.630
C 3.287 -0.199 0.097
F 3.096 -1.204 -0.818
F 4.293 -0.567 0.943
P 2.838 1.435 -0.568
H -0.127 -1.828 0.326
H 1.321 0.520 1.317
H -0.128 -1.032 0.335
```

***

H13NO5 | ωB97M-V/def2-TZVPD

Total charge ... -1
LUMO (spin up / spin down) ... 0.139 / 0.134 hartree
Spin multiplicity ... 2
<S²> ... 0.751

```
19
H13NO5 ωB97M-V/def2-TZVPD
N -0.967 -1.437 -0.861
H -0.467 -1.764 0.053
H -1.268 -2.331 -1.335
H -1.828 -0.992 -0.511
H 2.433 -0.685 -0.098
H 2.183 0.138 -1.430
O 2.738 0.054 -0.641
H -0.507 2.877 0.732
H -0.780 1.957 -0.390
O -1.246 2.517 0.214
H -0.219 -0.031 -1.590
H 0.047 0.745 -2.950
O -0.164 0.857 -2.004
H 0.840 -1.000 1.923
H 2.206 -1.405 1.505
O 1.308 -1.777 1.587
H -0.998 1.035 1.363
H -2.110 0.779 2.305
O -1.202 0.462 2.128
```

***

C4H11N3 | ωB97M-V/def2-TZVPD

LUMO ... 0.040 hartree
Spin multiplicity ... 1
SMILES ... C=NC(N)N.C=C

```
18
C4H11N3 ωB97M-V/def2-TZVPD
C 0.034 0.006 -1.722
N -0.821 -0.563 -0.938
C -1.104 0.010 0.291
N -1.148 1.435 0.515
N -2.248 -0.581 0.901
H 0.228 1.083 -1.723
H 0.333 -0.531 -2.614
H 0.019 -0.275 0.817
H -1.987 1.828 0.102
H -0.330 1.909 0.154
H -2.287 -0.402 1.895
H -2.307 -1.567 0.688
C 2.026 -0.391 -0.417
C 1.590 -0.359 0.886
H 2.211 -1.336 -0.908
H 2.474 0.483 -0.873
H 1.563 -1.279 1.462
H 1.755 0.531 1.486
```

***

C24H63BF4N3O9 | ωB97M-V/def2-TZVPD

Total charge ... -1
LUMO ... 0.085 hartree
Spin multiplicity ... 1

```
104
C24H63BF4N3O9 ωB97M-V/def2-TZVPD
B 49.601 33.537 64.456
F 48.969 34.090 65.704
F 50.111 32.254 64.793
F 48.802 33.425 63.307
F 50.836 34.259 64.171
C 52.376 31.387 62.642
C 53.819 30.921 62.670
N 54.931 30.693 62.711
H 51.736 30.517 63.097
H 52.305 32.475 63.134
H 51.948 31.742 61.644
C 53.040 32.529 66.398
C 54.399 33.371 66.251
N 55.409 33.939 66.127
H 52.308 32.853 65.661
H 53.074 31.404 66.594
H 52.492 32.671 67.376
C 47.121 31.029 65.779
C 45.676 31.547 65.631
N 44.629 32.022 65.611
H 47.519 31.628 66.438
H 47.150 29.897 65.999
H 47.544 31.172 64.799
C 50.104 35.013 59.495
C 48.718 34.821 60.087
O 47.919 35.861 59.567
H 50.079 35.174 58.351
H 50.807 34.179 59.602
H 50.716 35.869 59.739
H 48.760 34.925 61.168
H 48.137 34.032 59.534
H 46.976 35.855 60.160
C 49.703 38.988 64.981
C 49.524 37.616 64.485
O 50.746 36.943 64.168
H 48.872 39.461 65.276
H 50.230 39.731 64.242
H 50.106 39.205 65.842
H 48.774 37.745 63.835
H 48.800 36.988 64.978
H 50.518 36.066 64.412
C 47.388 29.531 60.482
C 47.597 30.557 61.617
O 48.948 31.009 61.496
H 46.344 29.306 60.465
H 48.013 28.693 60.771
H 47.663 30.008 59.455
H 47.357 30.193 62.609
H 46.928 31.246 61.537
H 48.991 31.872 62.059
C 46.374 35.096 69.312
C 47.156 33.808 69.084
O 48.424 33.889 69.602
H 46.747 35.967 68.822
H 46.550 35.422 70.341
H 45.400 34.697 69.152
H 47.167 33.783 67.957
H 46.745 32.901 69.224
H 49.102 34.220 69.015
C 44.805 35.834 65.165
C 46.265 35.423 65.237
O 46.966 35.667 64.015
H 44.533 35.711 66.126
H 44.023 35.245 64.575
H 44.719 36.815 64.738
H 46.253 34.277 65.542
H 46.908 35.898 66.065
H 47.737 35.171 64.103
C 50.677 27.208 65.371
C 50.767 28.683 64.912
O 50.453 29.676 66.006
H 49.820 27.202 66.108
H 51.682 26.882 65.749
H 50.504 26.662 64.466
H 50.034 29.032 64.006
H 51.701 28.914 64.465
H 50.204 30.513 65.573
C 50.338 31.530 68.732
C 49.195 30.653 69.320
O 48.666 29.701 68.446
H 50.106 31.910 67.744
H 51.139 30.792 68.825
H 50.538 32.340 69.598
H 48.352 31.127 69.652
H 49.456 30.297 70.368
H 49.301 29.297 67.911
C 51.444 35.799 69.365
C 51.164 35.866 67.900
O 49.760 35.836 67.687
H 52.418 35.564 69.550
H 51.112 34.857 69.829
H 50.870 36.579 69.918
H 51.709 35.144 67.251
H 51.538 36.780 67.290
H 49.590 35.309 66.887
C 54.181 34.524 62.674
C 53.810 34.385 61.247
O 54.919 34.131 60.478
H 53.413 34.812 63.297
H 55.008 35.151 62.953
H 54.624 33.619 63.017
H 53.382 35.350 60.959
H 52.913 33.722 61.113
H 54.835 33.967 59.484
```

***

C5H13NO2 | ωB97M-V/def2-TZVPD

LUMO ... 0.031 hartree
Spin multiplicity ... 1
SMILES ... CN[C@H](CO)CCO

```
21
C5H13NO2 ωB97M-V/def2-TZVPD
C -1.856 -0.197 -1.644
N -1.058 -0.478 -0.480
C 0.094 0.405 -0.111
C 0.754 1.264 -1.153
O 0.605 2.702 -1.019
C 1.134 -0.424 0.727
C 0.712 -0.777 2.145
O 0.501 -2.182 1.941
H -2.400 -1.149 -2.013
H -2.671 0.668 -1.587
H -1.382 0.220 -2.622
H -0.758 -1.478 -0.364
H -0.409 1.049 0.682
H 1.812 1.215 -0.976
H 0.373 1.053 -2.090
H -0.270 2.679 -0.379
H 1.311 -1.378 0.174
H 2.007 0.258 0.862
H 1.661 -0.745 2.672
H -0.013 -0.144 2.700
H -0.146 -2.560 2.533
```

***

C5H12N5 | ωB97M-V/def2-TZVPD

Total charge ... +1
LUMO ... -0.145 hartree
Spin multiplicity ... 1

```
22
C5H12N5 ωB97M-V/def2-TZVPD
C -0.182 -1.272 0.070
C -2.384 -0.886 -1.009
C 0.239 0.209 0.124
C -0.696 0.966 1.094
C 1.693 0.334 0.554
N -3.295 0.690 -2.456
N -2.792 -0.187 -1.860
N 0.144 0.780 -1.158
N -1.321 -1.647 -0.463
N 0.487 -2.258 0.645
H 0.723 1.612 -1.128
H -1.005 2.083 0.767
H -0.243 1.080 2.093
H -1.633 0.415 1.284
H 2.417 -0.042 -0.111
H 1.888 -0.225 1.441
H 1.905 1.419 0.608
H -3.714 0.479 -3.403
H 0.542 0.190 -1.950
H -1.480 -2.691 -0.522
H 1.532 -2.324 0.707
H 0.229 -3.179 0.832
```

***

C2H7N | ωB97M-V/def2-TZVPD

Total charge ... -1
LUMO (spin up / spin down) ... 0.092 / 0.092 hartree
Spin multiplicity ... 2
<S²> ... 0.753

```
10
C2H7N ωB97M-V/def2-TZVPD
C -2.894 -3.802 -3.461
H -2.350 -3.429 -2.592
H -3.351 -3.024 -4.186
H -3.623 -4.585 -3.398
H -2.080 -4.233 -4.113
C 3.101 3.626 3.701
N 1.950 4.205 3.773
H 3.712 3.677 4.636
H 3.662 3.083 2.947
H 1.871 4.483 2.694
```

***

C22H23As2MoN2O13S2 | ωB97M-V/def2-TZVPD

Total charge ... +1
LUMO (spin up / spin down) ... -0.208 / -0.207 hartree
Spin multiplicity ... 1

```
65
C22H23As2MoN2O13S2 ωB97M-V/def2-TZVPD
Mo 0.110 -0.598 2.159
O -3.403 -2.002 3.707
C -2.547 -1.016 3.482
O -1.501 -1.173 2.825
C -2.955 0.360 3.980
O -2.478 1.341 3.091
C -1.601 2.334 3.607
C -0.175 1.896 3.221
O 0.492 2.541 2.428
O 0.157 0.757 3.688
H -3.085 -2.855 3.360
H -2.583 0.511 5.004
H -4.052 0.414 4.006
H -1.704 2.455 4.690
H -1.847 3.271 3.103
S 1.568 -2.317 3.098
C 1.815 -2.639 1.406
S 0.422 -2.169 0.435
C 2.978 -3.025 0.806
C 3.052 -2.970 -0.601
N 3.057 -2.826 -1.739
C 4.155 -3.335 1.515
N 5.127 -3.570 2.074
C -4.431 -1.072 0.705
O -3.131 -0.576 0.366
C -2.986 -0.342 -0.964
O -3.884 -0.469 -1.746
C -1.632 0.159 -1.277
C -1.138 0.080 -2.518
As 0.389 1.018 -3.291
C 1.268 -0.523 -4.165
C 1.483 1.045 -1.687
C 1.068 1.128 -0.420
As -0.755 0.963 0.275
C -1.387 2.818 -0.003
C 1.982 1.159 0.712
O 1.825 0.316 1.629
O 2.895 2.064 0.736
C 3.720 2.169 1.897
C 2.903 1.145 -2.104
O 3.164 1.741 -3.120
O 3.781 0.536 -1.325
C 5.140 0.601 -1.777
C -1.881 -0.476 -3.684
O -1.906 0.180 -4.701
O -2.361 -1.685 -3.529
C -3.076 -2.225 -4.642
H -4.557 -0.979 1.778
H -4.519 -2.114 0.390
H -5.189 -0.485 0.183
H 0.625 -0.878 -4.970
H 1.464 -1.326 -3.450
H 2.205 -0.186 -4.611
H -1.255 3.073 -1.062
H -0.799 3.491 0.626
H -2.447 2.883 0.266
H 4.449 2.940 1.663
H 4.208 1.217 2.109
H 3.106 2.476 2.748
H 5.758 0.203 -0.976
H 5.405 1.637 -1.999
H 5.253 -0.002 -2.679
H -3.681 -3.038 -4.251
H -2.372 -2.596 -5.388
H -3.705 -1.454 -5.087
```

***

CH4BNO3 | ωB97M-V/def2-TZVPD

LUMO ... 0.020 hartree
Spin multiplicity ... 1

```
10
CH4BNO3 ωB97M-V/def2-TZVPD
B -0.056 -0.585 -0.022
C -2.614 0.643 -0.374
N -0.012 0.803 -0.466
O -2.854 0.145 0.622
O 0.079 -0.951 1.306
O 0.309 -1.650 -0.844
H -0.308 1.274 -1.280
H -0.015 1.433 0.260
H 0.246 -0.485 2.115
H 0.451 -2.494 -0.415
```